No. 1
Density functional theory data (wB97M-V/def2-TZVPD) for a molecular structure, C8H12AgFO4.

Atoms and positions in Å:
Ag  -3.989180  0.348045  0.787522
F  -2.438700  1.758865  1.449252
O  -2.290260  -0.219505  -0.847028
C  -1.258800  0.296205  -1.296708
O  -0.424480  -0.442875  -1.926468
C  0.573990  0.266475  -2.606068
C  -0.010390  1.681465  -2.650618
C  -0.808870  1.772615  -1.423788
H  0.895580  -0.182115  -3.545988
H  1.339520  0.297425  -1.830758
H  -0.644450  1.837005  -3.523468
H  0.861100  2.330495  -2.736528
H  -1.652620  2.460245  -1.481788
H  -0.282760  2.108035  -0.530038
O  2.212690  0.685155  0.412622
C  1.673370  -0.278235  1.005752
O  1.601840  -1.607385  0.564802
C  0.903820  -2.472715  1.446102
C  0.299140  -1.522515  2.465602
C  0.859890  -0.138365  2.287122
H  1.429530  -3.269285  1.972622
H  0.101800  -2.945035  0.878872
H  0.485660  -1.918815  3.463732
H  -0.779590  -1.439885  2.332832
H  1.382640  0.139155  3.202452
H  -0.040480  0.455555  2.129962

Atomic forces in eV per Å
Ag 1.5 0.5 -0.5
F -0.7 -0.7 -0.4
O -0.6 0.2 1.3
C -0.1 1.6 -0.4
O -1.7 -2.8 0.0
C 1.1 1.9 0.9
C 1.7 0.0 -2.1
C -1.5 -0.1 1.5
H -0.4 -0.2 0.3
H 0.9 -0.1 -0.7
H 0.1 -0.1 -0.1
H -0.4 0.5 0.2
H -0.2 -0.3 -0.1
H 0.4 -0.4 0.1
O -1.7 -4.0 1.3
C 0.8 2.2 -1.0
O 1.6 1.8 -0.5
C -1.5 0.6 0.4
C -1.1 -1.0 1.3
C -0.3 -1.0 -0.2
H 1.0 0.3 -0.6
H 0.2 -0.1 -0.2
H -0.2 0.1 0.0
H -0.1 -0.4 0.1
H 0.3 0.6 -0.6
H 0.7 0.9 -0.1

For the total energy, the calculation gives -859.43094 a.u. As for the charge: +1. As for the expectation value of S²: 0.7670. The HOMO energy (alpha / beta) comes out at -13.2 / -13.2 eV. The value obtained for the LUMO energy (alpha / beta) is -5.8 / -9.2 eV. The spin multiplicity is 2.

Mulliken population analysis, charges in e, atoms 1 to 8: 0.928, -0.313, -0.576, 0.723, -0.258, -0.263, -0.619, -0.417

No. 2
Density functional theory data (wB97M-V/def2-TZVPD) for a molecular structure, C8H12B2CdF14O4.

Atoms and positions in Å:
Cd  -0.296195  1.343555  -0.160807
C  -2.413943  -0.720908  0.693692
O  -1.233121  -0.861916  1.491904
O  -2.148800  0.353264  -0.098156
C  -2.818445  -1.985459  -0.140477
F  -4.108647  -1.947212  -0.527562
F  -2.084529  -2.113031  -1.273134
F  -2.650215  -3.177050  0.518714
C  -1.420880  -1.511519  2.737703
C  -0.005012  -1.673355  3.281227
H  0.040208  -2.425803  4.077754
H  0.664978  -2.131227  2.551638
H  0.404478  -0.703118  3.555093
H  -1.845202  -2.526322  2.717535
H  -2.071219  -1.054712  3.492672
H  -3.302779  -0.457693  1.284187
C  0.659749  1.245802  -2.744437
O  0.576254  0.088235  -1.912313
O  -0.110439  2.193817  -2.140385
C  2.083757  1.666194  -3.223268
F  2.382701  1.062223  -4.431026
F  2.271002  2.966045  -3.436273
F  3.088421  1.321511  -2.369847
C  0.997485  -1.145962  -2.428622
C  1.340080  -2.064619  -1.264470
H  0.388462  -2.476138  -0.919230
H  1.984500  -2.880897  -1.606281
H  1.883277  -1.622391  -0.433512
H  1.954647  -1.101691  -2.970154
H  0.397999  -1.696242  -3.163223
H  0.268292  0.878869  -3.712507
B  2.352281  1.260684  0.892502
F  1.252344  0.380575  0.922845
F  1.912747  2.388063  0.144410
F  2.712559  1.690844  2.167693
F  3.433258  0.682124  0.230874
B  -1.272024  3.346858  1.650669
F  -0.717594  3.274971  0.345789
F  -0.952726  4.527598  2.356722
F  -2.662253  3.393320  1.463169
F  -0.935447  2.212704  2.378876

Atomic forces in eV per Å
Cd -1.0 -1.2 -0.7
C 0.7 2.9 -0.9
O -1.8 -1.5 0.6
O -1.4 -1.7 -0.3
C 1.2 -0.2 -0.4
F 0.1 0.1 0.2
F -0.3 0.1 0.4
F -0.2 0.4 0.0
C 1.3 -1.2 0.5
C 0.1 -0.4 0.2
H -0.2 0.5 0.5
H -0.2 0.4 -0.5
H 0.1 -0.1 0.2
H 0.0 0.0 -0.9
H 0.1 1.0 -0.4
H -0.1 -0.6 0.7
C -2.7 1.2 -0.7
O 1.0 -0.7 -0.6
O 1.9 -0.9 -1.6
C 1.7 -0.3 1.2
F -0.2 0.0 0.4
F -0.7 0.3 -0.2
F -0.6 -0.3 -0.5
C 2.6 -0.8 0.3
C -0.8 -0.8 0.0
H 0.3 -0.2 0.5
H -0.2 -0.1 -0.2
H -0.2 0.6 -0.2
H 0.0 0.9 -0.1
H -1.0 0.6 0.3
H -0.5 0.2 -0.2
B 1.2 1.4 -0.2
F 0.7 -1.1 1.0
F 0.1 -0.1 0.1
F -0.1 -0.4 0.1
F 0.0 -0.4 0.3
B -1.7 1.1 0.9
F 0.1 2.3 0.8
F 0.7 -0.3 -0.4
F -0.4 -0.2 0.0
F 0.5 -0.2 -0.1

For the total energy, the calculation gives -2229.12017 a.u. As for the charge: -2. The HOMO energy comes out at -3.0 eV. The value obtained for the LUMO energy is 5.1 eV. The energy relative to the best compared isomer or geometry (same formula, charge and spin) is 1.6078 eV.

Mulliken population analysis, charges in e, atoms 1 to 8: 2.084, 0.092, 0.041, -0.870, 0.838, -0.305, -0.224, -0.317

No. 3
Density functional theory data (wB97M-V/def2-TZVPD) for a molecular structure, C8H12B5F20Li3O6.

Atoms and positions in Å:
Li  -1.951984  1.478006  1.611535
Li  -1.533474  -0.941041  -1.037378
Li  2.049347  2.187750  0.824593
B  1.624195  4.044600  2.242766
F  1.393097  4.280730  0.888496
F  1.231608  5.146160  3.027894
F  0.948465  2.861390  2.661992
F  2.985897  3.821199  2.393530
B  4.940732  1.200811  1.562342
F  3.515968  1.358575  1.670032
F  5.532103  2.460126  1.390246
F  5.372901  0.610991  2.770330
F  5.258117  0.363342  0.493618
B  -3.649441  0.411818  -0.232400
F  -3.594002  -0.946265  -0.670534
F  -2.482315  0.914944  -0.769535
F  -4.691017  1.216584  -0.701553
F  -3.663819  0.497751  1.173480
B  0.182796  0.270700  0.301502
F  1.370800  -0.013322  0.986671
F  -0.022121  1.658616  0.325195
F  0.320180  -0.142995  -1.016350
F  -0.934200  -0.388023  0.823608
B  -2.349294  0.099012  -3.875954
F  -1.766449  -0.101833  -5.141255
F  -1.769513  -0.782202  -2.941583
F  -2.152130  1.438089  -3.519672
F  -3.749284  -0.155252  -3.884110
C  -3.158719  -2.690032  2.674448
C  -3.010338  -1.677495  3.782609
C  -2.140242  -2.094925  5.010756
O  -1.029086  -1.220669  5.010782
C  -1.180773  -0.298834  4.049335
O  -0.518226  0.667140  3.820673
O  -2.187144  -0.632765  3.245098
H  -3.830504  -3.512597  2.943445
H  -2.263207  -3.277656  2.451309
H  -3.455203  -2.167139  1.766652
H  -3.901376  -1.251638  4.242820
H  -1.792029  -3.121650  4.874233
H  -2.778977  -2.107248  5.893947
C  3.493754  -1.125225  -2.978612
C  2.094233  -1.084822  -3.573173
C  1.432130  0.232831  -3.829712
O  1.077906  0.213963  -5.208563
C  1.415129  -0.984955  -5.742586
O  1.176694  -1.263317  -6.884501
O  2.195626  -1.671693  -4.882584
H  4.008621  -2.085181  -3.041104
H  3.448837  -0.900534  -1.908289
H  4.211054  -0.427796  -3.420936
H  1.481024  -1.748923  -2.951817
H  2.196168  0.967981  -3.544383
H  0.597465  0.412930  -3.157359

Atomic forces in eV per Å
Li 0.4 -0.5 -0.3
Li -0.5 0.6 -0.8
Li 0.2 -0.1 0.7
B 0.6 0.8 1.8
F -0.4 -0.4 -0.9
F -0.3 -0.3 -0.3
F -0.2 0.2 -0.6
F 0.1 0.1 0.0
B 0.4 0.2 0.8
F 0.0 -0.1 -0.6
F -0.1 -0.2 -0.1
F 0.0 0.1 -0.2
F -0.2 -0.1 -0.3
B -1.2 0.5 -1.9
F -0.6 -0.2 0.8
F 1.3 0.8 0.5
F 0.0 -1.0 0.3
F 0.5 0.1 0.8
B 2.0 0.2 0.2
F -0.9 0.1 -0.2
F -0.3 0.3 0.4
F -0.3 -0.5 -0.7
F -0.5 -0.4 0.6
B -1.3 1.2 -1.3
F -0.3 -0.4 0.4
F 0.8 -0.7 0.9
F 0.3 -0.2 0.3
F 0.6 -0.2 -0.1
C -0.4 -0.8 0.2
C 1.8 -0.1 0.7
C -0.6 -1.5 -1.1
O -0.1 0.3 1.0
C 0.4 0.4 -0.9
O 0.0 -0.3 0.6
O -1.3 0.4 -0.2
H -0.6 0.5 -0.1
H 0.5 0.7 0.2
H -0.3 -0.2 0.0
H -0.4 0.0 -0.9
H 0.3 0.1 0.1
H 0.6 0.6 0.4
C 0.4 0.6 0.7
C 0.9 -2.0 0.3
C 0.6 0.8 1.0
O 0.0 -0.2 0.5
C 0.5 1.3 -0.8
O 0.2 -0.4 0.7
O -0.8 -0.5 -0.6
H -0.6 -0.3 -0.2
H 0.0 0.2 -0.1
H -0.4 0.3 -0.2
H -0.2 0.1 -0.2
H -0.3 0.5 -0.9
H -0.4 -0.1 -0.6

For the total energy, the calculation gives -2909.26646 a.u. As for the charge: -2. The HOMO energy comes out at -6.3 eV. The value obtained for the LUMO energy is 3.2 eV. The energy relative to the best compared isomer or geometry (same formula, charge and spin) is 0.0000 eV.

Mulliken population analysis, charges in e, atoms 1 to 8: 0.951, 0.910, 0.884, 0.112, -0.374, -0.383, -0.051, -0.283

No. 4
Density functional theory data (wB97M-V/def2-TZVPD) for 2 unconnected molecules or ions with the total composition C8H12BrN2.

Atoms and positions in Å:
C  -0.615973  -1.547551  -2.450170
C  -1.968433  -1.322760  -2.829342
C  -0.152426  -0.948328  -1.331172
C  -2.793809  -0.748235  -1.923741
C  -0.988970  -0.347547  -0.383031
C  1.793539  0.156654  2.647332
C  2.173786  1.252322  0.551573
C  -0.013684  1.353774  1.443169
N  -2.280800  -0.369589  -0.685374
N  1.285221  1.066489  1.649534
Br  -1.098920  1.172298  2.982254
H  0.194094  -1.935352  -3.053430
H  -2.340218  -1.679701  -3.779215
H  0.870830  -1.070798  -1.048503
H  -3.826769  -0.703995  -1.985560
H  1.192987  0.101678  3.669318
H  1.786205  -0.958290  2.273680
H  2.835555  0.437544  2.855928
H  3.208490  0.867452  0.780117
H  1.855523  0.866823  -0.416574
H  2.228006  2.420768  0.429446
H  -0.252652  2.058294  0.744983
H  -3.091582  -0.121950  -0.141222

Atomic forces in eV per Å
C -0.1 1.2 -1.0
C 0.7 -0.8 -0.4
C -0.3 -0.1 1.3
C 2.3 -0.7 1.2
C 0.3 1.0 1.8
C -0.7 -2.6 2.3
C 2.1 3.3 -1.1
C 2.4 -2.5 3.5
N -1.3 -0.4 -2.5
N -2.8 -0.9 -0.4
Br -0.2 0.2 -1.0
H -0.7 -0.6 -0.6
H -0.1 0.1 0.0
H 0.5 0.1 -0.1
H -1.8 0.3 -0.5
H 1.3 0.6 -2.4
H 0.0 2.1 0.3
H -0.5 -0.1 0.0
H -1.3 0.5 -0.2
H -0.3 -0.3 0.3
H 0.4 -2.1 -0.1
H -0.8 1.5 -1.9
H 0.8 0.6 1.3

For the total energy, the calculation gives -2995.19185 a.u. As for the charge: +1. The HOMO energy comes out at -12.1 eV. The value obtained for the LUMO energy is -4.0 eV. The energy relative to the best compared isomer or geometry (same formula, charge and spin) is 4.2172 eV.

Mulliken population analysis, charges in e, atoms 1 to 8: -0.445, -0.479, -0.375, -0.328, 0.104, -0.868, -0.950, -0.107

No. 5
Density functional theory data (wB97M-V/def2-TZVPD) for a molecular structure, C8H12CaClO8.

Atoms and positions in Å:
Ca  6.072400  1.796740  0.354760
Cl  3.474640  2.889290  0.780240
O  4.875840  2.708070  0.969420
O  3.104930  1.558760  0.343140
O  2.711510  3.276920  1.969750
O  3.354930  3.858800  -0.276540
O  0.270020  0.417100  4.117550
C  1.383210  0.360620  3.592710
O  1.673520  -0.450300  2.524330
C  2.970820  -0.309920  2.021540
C  3.706090  0.337540  3.133140
C  2.628340  1.269750  3.863480
H  2.871720  0.322560  1.139360
H  3.592800  -1.164280  1.754510
H  4.524420  0.973780  2.796040
H  4.209560  -0.293710  3.865350
H  2.490460  2.180630  3.280920
H  2.800460  1.457510  4.923300
O  4.767970  6.986890  -1.756840
C  4.252240  6.469490  -0.756090
O  4.980360  6.393650  0.412740
C  4.141440  5.974380  1.479750
C  2.807100  5.947900  0.954440
C  2.915670  5.941590  -0.578710
H  4.101340  6.683970  2.306170
H  4.303720  4.915220  1.679630
H  2.353400  6.867460  1.324140
H  2.186580  5.139810  1.341800
H  2.113010  6.544460  -1.003400
H  3.024440  4.949530  -1.016990

Atomic forces in eV per Å
Ca 11.2 -8.6 -5.6
Cl -9.5 0.4 -0.6
O -4.5 8.2 7.3
O 0.5 2.7 -1.5
O 2.8 -0.6 -3.0
O 1.7 -5.4 2.6
O 3.3 -0.5 -1.6
C -2.0 1.2 1.0
O -1.6 -1.3 0.7
C 0.6 0.2 0.0
C 0.4 2.8 2.0
C 0.0 -2.4 -0.9
H 0.1 -1.8 1.5
H -1.1 -1.1 0.0
H 0.5 0.3 -0.4
H -0.4 -0.5 -0.1
H -0.2 -0.7 1.0
H -0.1 -0.1 -0.2
O -1.2 -1.8 2.5
C 2.8 3.3 -2.8
O 0.3 0.0 -0.2
C 1.0 -0.8 0.2
C -3.9 0.8 -1.1
C -1.4 2.2 0.3
H 1.2 -0.5 0.3
H 1.4 0.6 1.1
H -0.6 0.1 -0.6
H 0.1 0.5 0.0
H 0.4 0.0 -0.4
H -1.7 3.0 -1.4

For the total energy, the calculation gives -2050.96984 a.u. As for the charge: +1. The HOMO energy comes out at -12.5 eV. The value obtained for the LUMO energy is -6.4 eV.

Mulliken population analysis, charges in e, atoms 1 to 8: 1.440, 1.580, -0.530, -0.762, -0.534, -0.607, -0.557, 0.450

No. 6
Density functional theory data (wB97M-V/def2-TZVPD) for 2 unconnected molecules or ions with the total composition C8H12ClN3O.

Atoms and positions in Å:
C  -2.043309  -1.959555  -0.915072
C  -0.129865  -2.492861  -0.175984
C  1.216543  0.781432  -2.243013
C  2.074799  -0.459196  -2.109845
C  2.008516  0.536169  -1.021935
C  -1.005828  0.518641  2.444166
C  0.515843  -0.308235  0.738605
C  -0.041923  0.914376  1.313797
N  -1.155656  -3.024783  -0.787599
N  -1.534719  -0.856415  -0.453057
N  -0.368235  -1.167763  0.039091
O  -0.826951  1.703612  0.442972
Cl  3.065637  1.474545  -0.225230
H  -3.076915  -2.026058  -1.228695
H  0.910945  -2.787583  -0.225110
H  1.482055  1.473312  -3.003097
H  0.125946  0.753304  -2.080769
H  1.634582  -1.360783  -1.974073
H  2.955639  -0.501844  -2.621884
H  -1.914730  -0.017488  2.025254
H  -1.508455  1.339335  3.057914
H  -0.571236  -0.230973  3.009476
H  1.113397  -0.784369  1.526375
H  0.712934  1.611207  1.735192
H  -1.433110  1.056478  0.047699

Atomic forces in eV per Å
C 1.0 -1.5 0.5
C 0.2 0.6 -1.2
C -0.9 -0.2 1.1
C -0.6 2.2 1.6
C -0.8 -0.1 -3.1
C -2.8 0.5 -0.4
C -1.3 -1.3 1.7
C -1.7 2.2 0.8
N -0.9 0.1 -0.3
N -1.9 1.9 0.1
N 2.7 -0.3 1.1
O 0.3 0.1 -0.9
Cl 1.5 0.9 1.0
H 0.3 -0.1 -0.3
H -0.3 -0.7 0.7
H 0.5 0.8 -0.3
H 0.5 -0.4 -0.3
H -1.4 -2.7 0.4
H 2.3 0.0 -1.6
H 1.0 0.6 0.0
H 1.4 -0.8 -0.8
H 1.0 -1.2 1.9
H 0.2 -0.5 -1.0
H 0.0 -0.7 -0.4
H -0.2 0.4 -0.2

For the total energy, the calculation gives -1011.49510 a.u. As for the expectation value of S²: 2.0126. The HOMO energy (alpha / beta) comes out at -6.6 / -10.0 eV. The value obtained for the LUMO energy (alpha / beta) is 0.8 / -1.6 eV. The spin multiplicity is 3.

Mulliken population analysis, charges in e, atoms 1 to 8: -0.239, -0.114, -0.357, -0.694, 0.491, -1.272, -0.706, 0.163